The following is a quantum chemistry calculation of a 6-piece molecular cluster, C4H22N2O5 overall in a non-equilibrium geometry, from OMol25.

The geometry in XYZ format:
```
33
C4H22N2O5 | OMol25 | ωB97M-V with the def2-TZVPD basis set
C -1.32174 2.24578 0.71554
N -1.12965 0.88024 1.02084
C -0.10389 0.60465 2.05272
C 0.22634 -0.91693 2.08932
N 0.63821 -1.50125 0.72252
C 1.59480 -2.55665 0.65695
H -2.37833 2.60591 0.57384
H -0.72585 2.66594 0.08213
H -1.13068 2.78950 1.61680
H -0.79725 0.45581 0.17109
H 0.76961 1.29120 1.89313
H -0.52999 0.85334 3.03864
H 1.18861 -0.82080 2.69761
H -0.53745 -1.56151 2.41580
H -0.36166 -1.87125 0.25279
H 1.31968 -3.52596 0.77191
H 2.19627 -2.39366 -0.34192
H 2.36200 -2.21861 1.32903
O -1.25510 -0.97669 -2.35051
H -1.15694 -1.60038 -3.13457
H -2.00156 -1.03756 -1.96472
O -3.49788 -1.27179 0.91209
H -3.46028 -1.01671 0.04748
H -2.64719 -0.83983 1.27939
O 0.60362 2.74622 -1.14397
H 0.02554 2.79909 -1.90182
H 1.32524 3.34345 -1.24445
O 1.25411 0.13828 -3.16315
H 0.91605 1.07382 -3.20957
H 0.59441 -0.50714 -3.13893
O 3.05837 0.15766 -0.94572
H 2.53498 0.07546 -1.66838
H 2.42763 -0.10963 -0.13192
```

## Properties
HOMO level   -8.80 eV
Charge   0
ΔE to the lowest compared entry with this formula, charge and spin   3.698 eV
DFT total energy   -651.149561 a.u.
Structure (SMILES)   CNCCNC.O.O.O.O.O